94
Properties=species:S:1:pos:R:3 method="wB97M-V/def2-TZVPD" orbital_gap_ev=1.16 e_homo_ev=-11.87 de_lowest_kj_mol=756.4 spin_multiplicity=1 charge=+3
Ba -7.129 7.274 -0.154
Ba -6.452 0.422 4.012
O -2.421 3.569 0.883
O 3.993 1.446 4.401
O -4.228 1.774 8.831
O -6.390 -3.687 -5.414
O 1.715 5.813 -4.017
O -0.236 3.361 1.034
O -3.186 -4.438 3.973
O -1.586 2.318 2.441
N 4.838 2.019 3.534
N -5.107 -3.462 -6.025
C 6.131 3.985 2.890
C -3.349 3.909 9.227
C -2.660 -3.280 -5.670
C -2.384 -4.027 -7.023
C -3.550 -3.732 -7.926
C -1.113 -5.258 3.549
C -3.955 -5.029 -4.515
C 6.768 0.273 3.812
C 2.808 5.568 -4.786
C -5.170 -5.582 -7.446
C 2.518 4.456 -5.830
C -1.437 3.052 1.444
C 4.979 -0.009 2.075
C -4.028 -3.602 -5.020
C -2.011 -4.746 4.611
C 7.253 3.111 2.311
C -3.060 2.383 9.302
C -5.971 -3.335 -8.335
C 5.344 3.312 4.111
C 4.253 4.379 4.410
C 6.485 1.857 1.783
C -4.195 -2.602 -3.843
C -4.989 -4.057 -7.366
C 5.776 1.019 2.910
C 6.168 3.135 5.353
H -5.005 -2.913 -3.183
H 7.735 3.637 1.487
H 8.005 2.848 3.055
H 7.142 2.723 5.089
H -1.419 -3.797 -7.475
H -4.951 -5.448 -4.374
H -3.556 -5.251 3.620
H 3.559 3.872 5.079
H 4.277 0.416 1.357
H -4.893 1.828 9.521
H 5.612 2.551 6.087
H -4.472 -1.583 -4.115
H 0.320 2.958 1.705
H 6.388 4.007 5.968
H -1.399 -6.199 3.079
H -0.996 -4.514 2.761
H 7.289 1.262 1.349
H -2.129 -5.475 5.413
H -3.650 4.311 8.259
H 3.641 4.692 3.564
H -3.394 -5.735 -5.127
H -3.459 -2.703 -8.273
H -4.371 -6.139 -6.957
H -5.139 -5.950 -8.471
H 5.616 -0.666 1.484
H -1.864 -3.612 -5.004
H 5.480 4.370 2.106
H -1.671 -3.774 4.968
H -6.615 -2.903 -4.908
H 4.575 5.215 5.032
H -5.822 -2.257 -8.280
H 3.106 1.715 4.151
H -3.351 -4.294 -8.838
H 6.230 -0.052 4.703
H -6.203 -3.694 -9.338
H -2.487 4.514 9.511
H -3.308 -2.530 -3.213
H 2.223 3.524 -5.348
H -6.061 -5.943 -6.933
H -2.568 -2.220 -5.910
H 3.465 4.280 -6.340
H -3.441 -5.059 -3.555
H -6.920 -3.488 -7.821
H 1.745 4.662 -6.569
H 7.685 0.800 4.076
H 6.610 4.921 3.179
H 4.476 -0.703 2.749
H -2.368 -5.104 -6.857
H 5.805 2.067 0.958
H -2.175 2.209 8.690
H 1.614 5.009 -3.503
H -4.194 4.165 9.866
H 3.739 5.441 -4.233
H 3.053 6.441 -5.391
H -2.892 1.953 10.289
H -0.164 -5.384 4.071
H 7.127 -0.595 3.260

***

31
Properties=species:S:1:pos:R:3 method="wB97M-V/def2-TZVPD" orbital_gap_ev=8.87 smiles="Fc1ccccc1CNC(=S)Nc1ccc(Cl)cc1" e_homo_ev=-8.23 spin_multiplicity=1
Cl 5.996 -1.334 -0.016
S -1.338 2.831 -0.315
F -0.808 -2.046 0.836
N -0.362 0.823 1.085
N 1.091 1.926 -0.369
C -2.451 -0.360 0.629
C 4.550 -0.394 -0.124
C 2.159 -0.273 -0.216
C 4.634 0.988 -0.220
C 3.476 1.735 -0.294
C -4.301 -0.747 -0.865
C -3.629 0.064 0.033
C -0.159 1.772 0.157
C -1.971 -1.616 0.280
C 2.223 1.119 -0.273
C -2.623 -2.442 -0.613
C 3.317 -1.024 -0.134
C -3.802 -1.998 -1.187
C -1.679 0.511 1.591
H -5.215 -0.398 -1.320
H 1.211 2.808 -0.851
H 5.597 1.472 -0.232
H -1.557 0.001 2.550
H 1.213 -0.786 -0.280
H -2.208 -3.409 -0.847
H 3.259 -2.100 -0.088
H -4.325 -2.629 -1.889
H -4.011 1.045 0.271
H 3.536 2.811 -0.368
H -2.220 1.449 1.742
H 0.396 0.203 1.328

***

48
Properties=species:S:1:pos:R:3 method="wB97M-V/def2-TZVPD" orbital_gap_ev="9.73 / 4.43" e_homo_ev="-13.32 / -13.32" de_lowest_kj_mol=489.9 spin_multiplicity=2 charge=+1
O -3.710 1.928 -2.373
O 0.118 3.994 -1.884
O 1.040 0.649 3.617
O 0.578 -4.090 -2.192
O -3.110 -2.336 2.628
O 3.595 -0.306 2.146
O 4.147 0.628 -0.956
O -0.470 -3.451 1.413
O -3.407 -0.212 -0.462
O -0.303 -0.126 -4.139
N 1.743 -1.321 -1.523
C -0.013 1.230 3.631
C 0.678 -0.701 -0.812
C -0.632 1.586 1.160
C -0.973 0.894 2.436
C 0.732 1.550 0.531
C 1.235 0.105 0.366
H -0.940 2.644 1.286
H 0.625 -0.348 -4.235
H -2.387 -2.772 3.081
H -4.256 0.103 -0.142
H -0.873 -0.178 2.224
H -2.903 -2.376 1.694
H 2.387 0.089 0.312
H 3.223 0.850 -0.860
H -2.772 1.652 -2.354
H 1.820 -1.049 -2.495
H 0.932 -0.475 1.230
H 4.544 1.081 -0.205
H 0.013 -1.496 -0.507
H 2.622 -1.235 -1.031
H -2.707 0.213 0.033
H -1.374 1.444 0.399
H -0.356 1.818 4.487
H -3.868 2.028 -1.431
H -0.118 -2.646 1.069
H -0.045 -0.330 -1.565
H -0.225 -3.560 -2.154
H -0.484 3.756 -2.605
H 3.138 -1.123 1.947
H 1.337 -3.505 -2.198
H -0.704 -0.637 -4.853
H -0.574 -4.199 0.823
H -0.495 4.592 -1.432
H -1.999 1.084 2.634
H 3.018 0.308 2.606
H 0.813 1.999 -0.497
H 1.361 2.246 1.149

***

13
Properties=species:S:1:pos:R:3 method="wB97M-V/def2-TZVPD" orbital_gap_ev=10.53 e_homo_ev=-14.24 de_lowest_kj_mol=60.2 spin_multiplicity=1 charge=+1
O 4.185 -1.173 4.758
N 0.112 -0.411 1.273
N 1.228 -0.042 -0.540
C 0.000 0.000 0.000
C 1.414 -0.796 1.509
C 2.137 -0.501 0.405
H 1.522 0.351 -1.452
H 3.169 -0.750 0.160
H -0.596 -0.539 2.018
H -0.943 0.274 -0.472
H 1.821 -1.227 2.423
H 3.800 -1.613 3.967
H 5.051 -1.620 4.894

***

19
Properties=species:S:1:pos:R:3 method="wB97M-V/def2-TZVPD" orbital_gap_ev=9.29 smiles=CSSC.O.O.O e_homo_ev=-8.71 de_lowest_kj_mol=32.0 spin_multiplicity=1
S 1.413 2.107 0.560
S -0.514 1.800 -0.116
O 0.697 0.051 -2.541
O -0.907 -1.752 0.904
O -0.832 -2.116 -1.840
C 1.910 0.412 1.047
C -1.371 1.626 1.483
H 1.794 0.322 2.123
H -1.893 0.683 1.652
H -0.292 -1.401 -2.138
H 0.493 0.933 -2.211
H -2.126 2.421 1.566
H 1.659 0.085 -2.529
H 2.940 0.308 0.698
H -0.972 -1.872 -0.072
H -1.241 -2.631 1.177
H -0.647 1.762 2.267
H 1.301 -0.362 0.553
H -1.412 -2.375 -2.583

***

22
Properties=species:S:1:pos:R:3 method="wB97M-V/def2-TZVPD" orbital_gap_ev=10.62 e_homo_ev=-17.85 de_lowest_kj_mol=166.4 spin_multiplicity=1 charge=+2
O -0.591 -0.328 -2.359
O 1.005 2.777 -0.657
N 0.747 -1.973 2.453
N -1.347 1.341 -0.471
C 0.383 -0.078 0.753
C -0.991 -0.086 -0.067
C -0.745 -0.948 -1.353
C 1.075 -1.424 1.114
H 1.587 -2.131 3.082
H 1.645 2.819 -1.377
H 1.062 0.676 0.292
H 0.109 0.403 1.734
H -0.700 -2.047 -1.267
H 0.111 -2.807 2.401
H 2.156 -1.313 0.708
H -1.673 -0.520 0.714
H 1.393 3.403 -0.001
H -2.023 1.451 -1.210
H -0.364 1.756 -0.660
H -1.684 1.916 0.372
H 0.233 -1.073 2.920
H 0.889 -2.130 0.191

***

The total energy results, record by record, are as follows: -1747.8225 -1608.4787 -1053.9256 -303.0171 -1105.4894 -420.1148 Eh.